DFT (the ωB97M-V functional and the def2-TZVPD basis) results for a structure of composition C6H15AsCrN3S4.

Its multiplicity is 2. The value obtained for the HOMO-LUMO gap (spin up / spin down) is 6.91 / 7.32 eV. For the lowest unoccupied orbital energy (spin up / spin down), the calculation gives -0.31 / 0.08 eV. For the HOMO energy (spin up / spin down), the calculation gives -7.22 / -7.24 eV. The calculation puts the energy above the lowest of the compared OMol25 structures with the same formula, charge and spin at 0.00 kcal/mol.

CARTESIAN COORDINATES (ANGSTROEM)
H 3.01529 0.01950 -0.13692
S 1.27129 1.73326 -1.52660
Cr -0.04355 0.19951 -0.65520
H -0.10391 -0.46769 3.17187
H -0.95676 0.99339 2.73277
N 0.57852 0.43875 1.39502
S -0.80625 -0.64320 -2.70583
N 1.47819 -1.26683 -0.60338
H 3.22224 -1.57856 0.58779
C -1.64174 -0.73470 1.64333
H 0.11203 -2.43132 1.64469
N -1.14959 -1.33859 0.39583
C 1.84010 -0.30892 1.64452
H 1.85830 -1.22840 -1.54311
As -1.74049 1.38867 -2.76325
C 0.86271 -2.58777 -0.37381
H -0.85388 -3.43895 0.59972
H 0.75035 1.43582 1.44593
H -1.92517 -1.56438 -0.21848
S 0.15577 2.59111 -3.02268
C -0.27895 -2.50970 0.63073
C 2.48837 -0.79755 0.35636
S -1.92687 1.61149 -0.56354
H -2.02294 -1.49326 2.33606
H -2.46307 -0.08233 1.36121
H 1.60172 -1.15339 2.28851
C -0.52693 0.07868 2.32708
H 1.60381 -3.32229 -0.03893
H 2.55120 0.30620 2.19987
H 0.48017 -2.91585 -1.33999

Force components x, y, z for each atom (eV/Å):
-0.011 0.029 0.031
0.071 -0.038 0.081
0.066 0.102 -0.118
-0.037 -0.014 0.018
-0.021 0.003 -0.041
-0.049 -0.076 -0.008
-0.078 0.047 -0.034
-0.081 -0.015 0.099
-0.005 0.003 0.029
-0.046 -0.117 -0.105
0.023 -0.008 0.001
0.135 -0.044 0.125
-0.086 0.073 0.079
0.025 -0.011 0.002
-0.097 -0.130 0.060
0.124 0.050 -0.092
0.021 -0.011 -0.006
0.021 0.001 0.029
0.014 0.016 -0.037
0.082 0.084 -0.062
-0.164 -0.014 0.041
-0.005 -0.064 -0.125
-0.040 0.004 -0.016
0.010 -0.006 -0.006
0.004 0.028 0.045
0.029 -0.031 -0.016
0.143 0.129 0.016
-0.008 -0.002 0.017
0.006 0.007 -0.021
-0.045 0.007 0.016

***

DFT (the ωB97M-V functional and the def2-TZVPD basis) results for a cluster of 4 separate species, C38H83BrFN4O15P4S in total in a non-equilibrium geometry.

Its multiplicity is 1. The value obtained for the HOMO-LUMO gap is 8.15 eV. For the lowest unoccupied orbital energy, the calculation gives -2.95 eV. For the HOMO energy, the calculation gives -11.11 eV. The total charge is +1.

CARTESIAN COORDINATES (ANGSTROEM)
H -1.49697 4.65120 -7.87477
H -0.40850 -1.23777 0.12761
C 1.79352 3.18320 -3.85124
H 10.38306 -4.45345 -1.26355
H 6.93655 -4.72579 -1.64819
C 1.21907 -0.61881 -7.66123
H -5.02764 -4.54479 4.22173
C -1.64339 5.30618 -4.45863
H -0.55629 -0.44646 -6.42406
O 10.01442 -2.05491 -2.67523
H -6.27074 -2.19004 11.49531
H 0.34052 -1.94216 1.56766
C -8.78705 -2.40976 6.32877
H 4.62968 -0.72659 -1.39141
H -3.73101 0.96849 4.13007
H 1.97131 2.46114 -0.38118
H -4.04130 -4.34435 6.33653
H -7.44861 -2.50217 12.73646
S 4.76212 4.08405 -4.20430
O -4.55185 -2.82285 3.30723
C 7.77294 -3.04520 -0.58581
H -2.47808 -2.24631 0.50629
H -3.82822 3.19003 -2.14152
H -8.16544 -0.23111 12.83756
N -1.32416 4.30058 -3.43727
C -0.58636 -1.52957 1.16644
H -0.81613 -0.64143 1.75248
C 2.21587 0.22807 -8.47363
H 7.32148 -3.34454 -2.68579
C -7.33826 -0.43162 12.15461
O 4.02851 -0.50020 -6.21785
H 10.88806 -3.27256 -0.05455
H -1.39812 -3.53443 0.95388
C -8.86835 -1.17520 7.21373
H -10.97630 -3.66122 7.83431
C 0.85428 1.02895 -5.74123
H -7.82802 -2.92055 6.46340
O -9.02172 -1.48784 8.60207
C -0.35716 3.43654 -3.50135
O 7.79573 -0.28215 -1.48221
C 0.19396 0.20247 -6.87377
C -2.17948 1.99733 -1.31628
H 4.09901 3.60761 -1.23307
H 5.44537 1.51727 -6.40415
H 10.92478 1.79878 -1.74472
H -9.93037 -5.27184 9.52481
H -0.42156 2.62647 -6.34619
C -0.04532 2.20993 -5.41280
O -8.26407 -2.28929 10.88250
H -0.17530 5.00097 -6.77023
H -9.56322 -3.12998 6.57064
H 7.91428 -3.66231 0.30172
H -2.38691 5.98034 -4.03999
H -2.28012 3.67128 -5.79113
H 1.83823 1.29286 -6.11019
F -0.51091 6.07299 -4.60180
O 8.87727 -2.14346 -0.61528
C 2.06805 0.98968 -2.48098
P -7.89638 -2.41962 9.29949
O -3.16893 -1.01798 4.29814
O 3.00639 5.25081 -1.38721
H 8.60959 -4.37043 -2.09209
N 0.53724 3.33613 -4.60156
C 3.09977 4.06560 -1.27576
H -1.27748 0.88607 -2.85240
H 1.91902 0.18841 -9.51657
C -9.87213 -4.18914 9.63544
C 9.62971 1.84974 -0.02574
H -4.83646 -2.79175 6.07744
C 9.99157 1.34439 -1.40940
H 8.93190 1.18133 0.47614
H 9.18710 2.84483 -0.07919
H -1.87922 4.31175 -2.58639
H -3.08974 5.21545 -5.99491
H -3.49661 0.34625 5.75964
H 3.70936 1.53548 -4.73795
H 4.90079 1.93761 -8.03024
P 3.35425 2.89008 -4.79036
C 11.21919 -2.62649 -2.10611
H -3.31404 -4.37314 3.93229
H -9.93631 -3.98130 10.70160
H 1.47219 0.27210 -1.91610
H -5.61011 -1.09985 5.38763
O 10.19196 -0.07411 -1.40836
H 1.98415 4.20657 -3.50822
O 3.55454 -0.28878 -8.40295
H -7.97877 -0.55401 7.08072
H 11.70689 -3.08344 -2.96721
C -4.03531 -3.43899 5.72719
H 0.86623 0.35166 -4.89283
C 7.65687 -3.92577 -1.82034
H -2.43450 1.17671 -0.65039
C -0.90164 1.52009 -2.04314
C 1.48745 2.40570 -2.50226
H -0.93682 1.81234 -4.91606
H 2.21112 1.28330 -8.17925
H 3.00780 3.23389 -6.10956
H -11.23149 -2.55182 9.18396
O -3.25243 -0.60667 1.87820
H -11.95748 -4.13858 9.22005
N 3.86363 -0.53010 -2.01940
H 1.71581 -1.31849 -6.99447
Br -1.85721 3.52059 -0.16127
H -0.30629 0.86692 -7.58434
O -6.62049 -1.68246 9.19931
H 4.10269 -0.74567 -2.97781
C -2.12588 4.74564 -5.80323
C -1.22832 5.18601 -6.96431
C -3.40337 2.19281 -2.23524
H 1.04875 3.81831 -0.93820
C 1.88295 3.17177 -1.20207
H 0.66414 -1.20557 -8.39355
H 2.16955 0.56059 -3.47506
H -7.51504 0.16271 11.25942
H 4.18462 1.50309 -2.45168
H 3.50593 1.10723 -0.82696
H 9.23878 1.63654 -2.14054
H -1.37739 6.24068 -7.17862
N -0.00433 2.55119 -2.54842
C -3.91313 0.11043 4.78171
C -11.06276 -3.59235 8.91626
H 10.52113 1.90644 0.60062
O -8.54388 -3.87034 9.16620
C -7.26662 -1.91302 11.83615
H -3.18604 1.93305 -3.26961
H -8.88338 -2.13663 5.27757
H 11.86900 -1.81959 -1.77104
C 4.21443 0.04418 -7.26802
P 9.00224 -1.08200 -1.87742
C 5.25581 1.12474 -7.39857
H -5.88585 0.64371 5.46553
C -1.72358 -2.53229 1.23688
C 11.11907 -3.68798 -1.03122
H 6.84911 -2.47534 -0.44803
H -4.19603 1.52511 -1.90297
C -4.19823 -3.84036 4.27721
H -6.41657 -0.09013 12.62654
O -2.29870 -2.65281 2.54615
H -3.08539 -2.94567 5.91866
H 12.09398 -4.17192 -0.93878
H 6.18086 0.71249 -7.79483
H -0.39571 0.85848 -1.34889
H -9.73434 -0.57672 6.93324
C 3.48112 0.88009 -1.88790
H -5.86745 -0.20021 3.90807
C -5.40259 -0.15160 4.89859
P -3.56756 -1.65871 2.87059

Force components x, y, z for each atom (eV/Å):
-0.116 -0.086 0.030
0.028 -0.042 -0.004
0.184 0.496 0.660
0.089 -0.042 -0.028
-0.059 0.050 0.007
-0.560 -0.026 -0.120
-0.091 0.142 -0.214
0.401 0.108 -0.202
-0.126 -0.084 -0.210
-2.145 0.511 -1.979
-0.051 0.056 -0.252
0.003 -0.042 -0.050
0.258 -0.052 0.084
0.272 -0.167 -0.321
0.049 -0.063 -0.052
0.129 -0.099 -0.013
-0.118 -0.082 -0.134
-0.197 -0.022 -0.058
0.040 -0.279 0.109
-1.352 1.588 -0.980
-0.046 0.001 0.141
-0.141 -0.032 0.112
0.073 0.110 -0.297
0.010 0.026 -0.001
-0.734 -0.214 -0.035
0.321 -0.098 0.334
-0.145 0.039 -0.113
-0.272 -0.466 0.392
-0.043 -0.042 0.017
-0.240 0.066 0.157
-0.580 -0.345 0.430
-0.110 0.021 -0.029
0.159 0.005 0.181
-0.029 0.072 -0.353
-0.043 -0.100 0.024
-1.120 -0.561 -0.551
-0.010 0.022 -0.063
0.225 -0.634 -0.095
1.153 -0.666 -0.388
-1.058 -0.155 -3.973
0.431 0.364 -0.070
-0.234 -0.698 -0.392
0.004 -0.209 0.076
0.239 -0.008 0.057
0.096 -0.178 0.045
0.239 0.003 -0.057
0.209 0.268 -0.011
0.344 -0.015 -0.465
-0.127 -0.160 -0.428
0.056 0.058 0.054
-0.068 0.075 -0.061
0.079 0.037 0.015
-0.115 -0.258 0.309
0.054 -0.058 0.216
0.159 0.198 0.421
-0.039 -0.023 -0.041
0.089 -0.293 -0.358
0.084 -0.242 0.260
-2.625 2.797 3.804
-0.623 -0.351 -0.286
-0.345 0.701 -0.031
-0.033 -0.069 0.044
-0.703 0.285 0.232
0.546 -0.537 0.011
0.259 -0.046 -0.157
0.279 0.062 -0.135
-0.526 -0.786 0.395
0.211 -0.032 0.197
-0.039 -0.100 0.034
-0.118 0.383 0.233
-0.137 -0.005 -0.176
0.022 0.010 -0.020
0.147 0.058 0.140
-0.216 -0.283 0.113
0.090 -0.131 -0.016
-0.439 -0.131 -0.275
0.130 -0.071 -0.236
0.875 1.187 0.256
0.962 -0.179 -0.191
0.077 0.233 -0.185
0.208 0.176 -0.011
-0.178 0.158 0.082
0.037 0.075 0.137
-0.100 -0.189 -0.962
0.229 0.099 -0.285
-0.086 0.257 -0.422
0.007 -0.021 0.064
-0.180 0.130 -0.157
0.286 0.401 0.034
0.672 0.094 0.135
-0.048 0.183 -0.146
0.092 0.126 0.279
-0.986 0.383 0.768
0.108 -0.097 -0.415
0.005 -0.048 0.085
0.061 0.033 0.075
-0.369 -0.589 -0.045
0.112 0.056 -0.070
-3.566 0.601 -0.774
0.110 -0.154 0.027
-0.479 0.281 0.365
0.294 0.070 -0.051
0.032 0.033 0.001
-0.155 0.057 0.088
0.830 -2.210 -1.782
0.307 -0.138 0.073
0.062 0.774 -0.420
0.015 -0.296 -0.203
-0.108 0.044 0.513
0.048 0.184 -0.071
-0.340 0.207 -0.107
-0.006 -0.256 0.141
-0.285 0.097 -0.131
0.172 -0.093 -0.114
-0.016 0.438 0.353
0.052 0.292 -0.003
-0.150 -0.201 0.060
0.174 0.094 0.099
-0.466 -0.798 0.194
-0.064 0.301 0.244
0.016 0.484 -0.035
-0.012 0.019 0.010
1.567 0.096 -1.665
0.203 0.267 0.218
0.029 0.209 -0.108
0.056 0.062 0.010
-0.209 0.173 0.015
0.786 0.312 0.154
3.003 -0.282 7.061
-0.430 0.171 0.045
0.035 0.051 -0.041
0.092 -0.170 -0.226
-0.258 0.109 0.386
0.002 -0.003 0.021
-0.021 -0.063 -0.027
-0.148 -1.050 0.323
0.001 -0.019 0.013
-0.329 -0.073 0.143
-0.032 0.120 -0.057
0.044 0.047 -0.238
-0.001 0.003 -0.167
0.490 0.287 -0.014
-0.054 -0.006 0.188
0.069 -0.833 -0.653
-0.024 0.073 0.036
-0.098 -0.113 -0.292
5.590 -1.189 1.763

***

DFT (the ωB97M-V functional and the def2-TZVPD basis) results for a cluster of 2 separate species, C4H7O3 in total in a non-equilibrium geometry.

Its multiplicity is 1. The value obtained for the HOMO-LUMO gap is 7.94 eV. For the lowest unoccupied orbital energy, the calculation gives 3.50 eV. For the HOMO energy, the calculation gives -4.44 eV. The total charge is -1. The calculation puts the energy above the lowest of the compared OMol25 structures with the same formula, charge and spin at 129.14 kcal/mol.

CARTESIAN COORDINATES (ANGSTROEM)
C -0.72111 -0.48297 0.76105
C 1.85244 1.99748 0.23273
H -0.43763 0.66745 -0.96678
O 2.06687 1.08792 1.15646
H 1.02713 -0.54920 -0.69449
H 1.04231 2.79566 0.26910
O 2.70454 2.28452 -0.64781
C -1.28403 -1.50089 -0.47370
H -1.43341 -2.44386 0.17283
O -2.51941 -1.05249 -0.79450
H -1.55170 0.21517 1.00663
H -0.63512 -2.08852 -1.17688
C -0.05532 -0.22150 -0.48744
H -0.05555 -0.70877 1.64279

Force components x, y, z for each atom (eV/Å):
2.548 1.765 0.216
3.382 -0.636 1.651
-0.302 -0.599 -0.978
-1.990 2.038 -2.017
-1.981 0.497 0.547
-0.296 -1.124 0.444
-1.139 -0.310 -0.070
-4.270 -0.911 0.026
1.037 1.046 0.326
1.763 -0.530 -0.531
0.455 -1.134 -0.479
0.193 0.818 -0.210
1.462 -0.204 2.278
-0.863 -0.716 -1.205

***

DFT (the ωB97M-V functional and the def2-TZVPD basis) results for a structure of composition C22H32BFeN7 in a non-equilibrium geometry.

Its multiplicity is 5. The value obtained for the HOMO-LUMO gap (spin up / spin down) is 6.76 / 6.19 eV. For the lowest unoccupied orbital energy (spin up / spin down), the calculation gives 0.42 / -0.10 eV. For the HOMO energy (spin up / spin down), the calculation gives -6.34 / -6.29 eV. The calculation puts the energy above the lowest of the compared OMol25 structures with the same formula, charge and spin at 0.00 kcal/mol.

CARTESIAN COORDINATES (ANGSTROEM)
H 0.08048 -3.67283 1.16865
C 0.97373 -1.75712 1.76503
C -1.86502 -2.17310 0.00097
N 1.40026 -1.28103 -2.07690
C -2.90314 -0.70806 -4.16602
H -3.99065 2.91953 2.04614
H 0.71470 2.23148 0.55433
H -0.39787 2.22436 5.81296
H 1.37579 4.30310 -1.03543
N -1.39756 -0.43010 -2.50692
C -2.70429 -0.75129 -2.79717
H -3.35228 2.70223 0.40417
H -1.52667 -1.48272 0.79705
H -3.78106 -0.98770 -4.69282
H 2.60615 -0.57744 1.04780
H 1.21471 1.71918 5.25853
C 2.42025 -1.26898 1.88078
C -1.47721 1.06438 1.34652
C -1.70852 -0.25978 -4.70927
Fe -0.66767 -0.93392 -0.96120
C -1.32642 2.64427 3.15763
H -2.84685 4.08955 1.39109
C 1.10543 3.31892 -1.35927
H 2.98187 -0.65839 -4.85974
C -3.09192 3.01791 1.42033
N 1.57034 -0.64099 -3.30211
C 0.34815 2.34519 5.01310
H -1.41666 -0.06758 -5.71969
H 2.58601 -0.74207 2.82657
H 4.22896 -2.49704 -3.24136
H -0.69837 -2.46065 2.97461
H -1.71513 3.52195 3.68472
H 0.89469 -2.99242 3.54279
H 2.67045 -2.72662 -1.07860
H -2.95485 -2.12558 0.12898
C 2.48151 -2.09411 -1.94614
H 0.66767 3.39650 5.00980
H -3.37562 -1.10968 -2.04966
H 1.23086 0.42429 3.33783
B 0.60566 0.49113 -3.74625
H -1.43720 -3.16673 0.19823
C -0.29011 0.39234 1.78056
C 0.97715 -3.07296 0.96837
N -0.83031 -0.04883 -3.72685
N 0.48386 1.15477 -1.28876
C 0.76516 2.24069 -0.53574
H 0.35510 -1.33429 3.85907
C -1.94191 2.21941 1.97114
C 3.31071 -1.98737 -3.07206
H 3.13155 -2.10411 1.80601
C 2.69587 -1.06265 -3.90410
H -2.04304 0.66673 0.49331
N 0.69361 1.54446 -2.60595
H 0.91796 0.95487 -4.80474
H -1.59214 -1.99688 -1.19623
C 1.04174 2.83846 -2.65749
H 1.83929 -3.67655 1.28910
C 0.34471 -2.14005 3.11795
H 1.06767 -2.92423 -0.11344
H 1.23732 3.30431 -3.61255
C -0.22970 1.95219 3.68338
N 0.22482 -0.65790 1.05745
C 0.31794 0.88952 2.97149

Force components x, y, z for each atom (eV/Å):
0.278 0.118 -0.048
-0.312 0.984 -0.129
-2.318 -1.663 0.317
0.929 -0.767 -0.980
0.061 0.204 0.209
0.192 -0.028 -0.121
-0.060 -0.169 -0.560
0.200 0.044 -0.212
0.051 0.227 -0.014
-3.671 1.886 -5.921
1.740 -0.033 -1.048
0.047 0.046 0.151
0.185 -0.413 -0.351
-0.497 -0.021 -0.282
0.082 -0.173 0.268
-0.164 0.177 -0.009
0.503 -0.150 0.069
0.324 -0.140 0.143
0.272 0.188 0.812
8.573 4.908 4.445
-0.076 0.039 -0.087
-0.006 -0.301 -0.023
0.094 0.021 -0.225
0.043 0.001 -0.020
-0.324 0.079 -0.070
-0.237 -0.935 0.825
0.182 0.162 0.178
0.001 0.082 -0.312
0.193 -0.132 -0.252
0.407 -0.222 -0.091
0.229 0.123 0.013
0.105 -0.265 -0.173
-0.096 0.148 -0.063
-0.312 0.413 -0.346
0.165 -0.542 -0.596
-0.562 0.741 -0.713
-0.062 -0.222 0.065
-0.197 0.006 0.368
-0.374 0.262 -0.060
0.703 0.269 1.340
-0.645 0.397 -0.077
0.159 -0.230 0.278
-0.042 -0.135 -0.221
-1.151 -1.011 1.211
0.388 1.255 -0.451
-0.206 -0.648 -0.838
-0.035 -0.257 -0.224
0.402 -0.087 0.437
-0.449 0.375 0.016
-0.009 0.244 0.211
-0.194 -0.187 0.788
0.257 0.281 0.086
-0.526 -0.222 0.965
-0.117 -0.107 -0.062
-2.598 -3.814 1.474
0.122 -0.083 0.330
-0.277 0.117 -0.106
0.142 -0.053 0.276
-0.166 0.005 0.265
0.028 0.038 0.131
-0.184 -0.143 -0.431
-0.811 -0.800 -0.421
-0.378 0.115 -0.134